1.
Below is a 11-piece molecular cluster, C40H58NO32 overall at a distorted geometry, with properties calculated with ωB97M-V/def2-TZVPD.

The geometry in XYZ format:
```
131
Properties=species:S:1:pos:R:3
C 5.5565 2.0413 -0.5329
C 5.2402 1.9836 -1.7142
C 5.0403 1.7547 -3.1060
C 3.5736 2.1404 -3.4932
O 2.8982 2.8737 -2.4635
C 1.5274 3.0326 -2.7526
C 0.7552 1.8318 -2.1913
C -0.7813 1.9243 -2.2405
C 5.3416 0.2803 -3.4678
C 5.0805 -0.7958 -2.4122
O 5.6884 -2.0343 -2.9227
C 3.5928 -1.0790 -2.1904
N 3.1127 -0.5439 -0.9066
H 5.8761 2.2403 0.4586
H 3.6345 2.8291 -4.3520
H 2.9822 1.2707 -3.8157
H 1.3516 3.1818 -3.8218
H 1.1349 3.9281 -2.2547
H 1.1009 1.7059 -1.1638
H 1.0539 0.9220 -2.7181
H -1.1453 2.9518 -2.3099
H -1.1718 1.4404 -1.3424
H -1.2097 1.3857 -3.0891
H 6.3655 0.1597 -3.8342
H 4.6925 0.0409 -4.3223
H 5.5784 -0.6203 -1.4626
H 5.0997 -2.4162 -3.5836
H 3.0008 -0.7544 -3.0562
H 3.4760 -2.1707 -2.1332
H 3.3516 0.4457 -0.8461
H 2.1034 -0.6416 -0.8912
C 3.0053 -2.2147 2.1829
C 2.7000 -3.3104 1.1942
O 1.5507 -3.9490 1.7813
C 0.9452 -3.0476 2.5912
O -0.1249 -3.2116 3.0928
O 1.7072 -1.9486 2.7474
H 3.4212 -1.3305 1.7163
H 3.6722 -2.5465 2.9820
H 2.4254 -2.9132 0.2161
H 3.5139 -4.0216 1.0760
C 4.1194 3.1906 4.1583
C 3.4231 3.7755 2.9460
O 3.6922 2.8043 1.9402
C 3.9442 1.6231 2.5464
O 4.0505 0.5931 1.9724
O 4.0667 1.7882 3.8940
H 3.6176 3.4206 5.0957
H 5.1651 3.4973 4.2265
H 2.3418 3.8517 3.0834
H 3.8142 4.7461 2.6506
C 7.9364 -3.6075 -1.7223
C 8.6537 -4.0341 -2.9787
O 9.8269 -4.6850 -2.4577
C 9.5518 -5.1011 -1.2037
O 10.2589 -5.8260 -0.5684
O 8.3811 -4.6010 -0.7702
H 6.8578 -3.6140 -1.8254
H 8.2516 -2.6236 -1.3749
H 8.0828 -4.7576 -3.5630
H 8.9282 -3.1993 -3.6163
C -3.4650 5.0706 -4.6127
C -3.9517 3.8202 -5.3087
O -2.7542 3.3374 -5.9356
C -1.6909 3.8278 -5.2481
O -0.5697 3.4729 -5.3993
O -2.0900 4.7688 -4.3563
H -3.9894 5.2739 -3.6855
H -3.5200 5.9529 -5.2535
H -4.3117 3.0656 -4.6092
H -4.7247 4.0196 -6.0431
C 12.3459 -4.1568 2.4044
C 10.8483 -4.2791 2.2376
O 10.3585 -3.3826 3.2450
C 11.3252 -2.4741 3.5106
O 11.1803 -1.5032 4.1789
O 12.4921 -2.8272 2.9123
H 12.8892 -4.2745 1.4706
H 12.7440 -4.8579 3.1413
H 10.5083 -3.9385 1.2614
H 10.4780 -5.2857 2.4065
C -7.6673 3.1723 -1.3903
C -6.8402 2.1130 -2.0856
O -6.6197 2.7003 -3.3739
C -6.7404 4.0405 -3.2534
O -6.4434 4.8197 -4.1050
O -7.2296 4.3757 -2.0417
H -7.4763 3.2265 -0.3204
H -8.7353 3.0481 -1.5586
H -5.8721 1.9535 -1.6055
H -7.3543 1.1611 -2.1803
C -10.7841 -0.7518 0.0938
C -9.4257 -1.0852 -0.4667
O -9.3790 -0.2717 -1.6538
C -10.2394 0.7602 -1.4893
O -10.3118 1.6995 -2.2204
O -10.9962 0.5863 -0.3881
H -10.8115 -0.7808 1.1705
H -11.5740 -1.3922 -0.3048
H -8.6151 -0.7874 0.1976
H -9.3110 -2.1359 -0.7161
C -8.5153 0.4885 5.0030
C -9.2387 1.3423 3.9837
O -9.2874 0.4776 2.8398
C -9.1850 -0.8000 3.2807
O -9.3543 -1.7558 2.5867
O -8.8646 -0.8399 4.5839
H -8.8347 0.6671 6.0186
H -7.4313 0.5977 4.9469
H -10.2600 1.5807 4.2854
H -8.7151 2.2638 3.7435
C 1.2834 -5.0668 -3.4538
C 0.2668 -4.5003 -4.4242
O 0.9877 -3.4270 -5.0304
C 2.3126 -3.6888 -4.9145
O 3.1716 -3.0762 -5.4559
O 2.5223 -4.7483 -4.0916
H 1.1921 -6.1409 -3.3134
H 1.2515 -4.5740 -2.4802
H -0.0160 -5.2168 -5.1984
H -0.6308 -4.1285 -3.9367
C -7.1371 2.1110 10.3951
C -7.8708 2.9915 9.4049
O -7.9396 2.1520 8.2473
C -7.8400 0.8608 8.6553
O -8.0267 -0.0789 7.9526
O -7.4997 0.7965 9.9603
H -7.4471 2.2707 11.4241
H -6.0534 2.2166 10.3266
H -8.8858 3.2288 9.7278
H -7.3439 3.9141 9.1766
```

The net charge is -1. The orbital gap is 2.660 eV. Its spin multiplicity is 1. The value obtained for the LUMO energy is 1.0 eV. Its HOMO energy is -1.71 eV.

Mulliken population analysis, charges in e, atoms 1 to 4: number 1, C, carries 0.030; number 2, C, carries -0.227; number 3, C, carries -1.192; number 4, C, carries -0.486

=====

2.
Below is C40H59Br4N3OSSiTm as an isolated structure, with properties calculated with ωB97M-V/def2-TZVPD.

The geometry in XYZ format:
```
110
Properties=species:S:1:pos:R:3
Tm 1.7756 -1.1366 -0.1864
C 1.9348 -5.0783 -1.9351
C 1.4462 -4.2931 -0.7494
C 0.1594 -3.7549 -0.7630
C -0.4637 -3.3441 0.4175
C -1.9368 -3.0669 0.4326
C 0.2745 -3.3532 1.6000
C 1.5869 -3.8229 1.6331
C 2.2965 -4.0319 2.9387
C 2.1743 -4.2609 0.4436
H 1.4640 -6.0641 -1.9027
H 3.0112 -5.2423 -1.9138
H 1.6505 -4.6190 -2.8829
H -0.4301 -3.8225 -1.6715
H -2.4648 -4.0057 0.6193
H -2.2789 -2.6749 -0.5240
H -2.2094 -2.3691 1.2253
H -0.2271 -3.1155 2.5321
H 2.2027 -5.0811 3.2272
H 1.8603 -3.4372 3.7400
H 3.3629 -3.8136 2.8706
H 3.1447 -4.7483 0.4823
Br 5.9020 2.0945 -5.0042
C 5.1827 1.3971 -3.4370
C 5.7384 0.2787 -2.8397
C 5.1086 -0.2324 -1.7246
N 4.0086 0.2911 -1.1723
C 3.5746 1.4560 -1.6777
C 4.1003 2.0151 -2.8302
C 2.5807 2.1752 -0.8355
C 2.3999 3.5469 -0.9328
C 1.6057 4.1783 0.0072
Br 1.3359 6.0197 -0.0750
C 1.0218 3.4316 1.0204
C 1.2274 2.0696 1.0084
N 1.9868 1.4457 0.1068
H 6.6310 -0.1886 -3.2329
H 5.5264 -1.1067 -1.2419
H 3.6877 2.9186 -3.2565
H 2.8892 4.1259 -1.7023
H 0.4164 3.9019 1.7842
H 0.7333 1.4343 1.7338
C -3.4304 3.2063 -2.4814
C -3.6502 3.3831 -0.9707
C -2.3915 4.0510 -0.3904
C -4.8773 4.2953 -0.7355
Si -4.0632 1.7493 -0.1255
Br -0.6091 -0.1456 -0.6024
C -3.9763 1.5779 1.7453
C -3.0649 2.6261 2.3959
C -3.4806 0.1918 2.2016
C -5.4279 1.8038 2.2325
C -5.0010 0.4446 -1.1438
C -5.3565 -0.7899 -0.3098
C -4.1976 -0.0329 -2.3665
C -6.2968 1.1577 -1.5863
H -3.1833 4.1859 -2.9012
H -4.3261 2.8607 -2.9954
H -2.6053 2.5268 -2.7082
H -2.1339 4.8886 -1.0462
H -1.5298 3.3740 -0.3708
H -2.5469 4.4558 0.6044
H -4.6457 5.2825 -1.1496
H -5.1066 4.4347 0.3253
H -5.7756 3.9334 -1.2369
H -2.0409 2.5879 2.0146
H -3.0350 2.4153 3.4692
H -3.4456 3.6398 2.2814
H -2.4898 -0.0417 1.7971
H -4.1621 -0.6115 1.9429
H -3.4051 0.2096 3.2940
H -5.7933 2.8087 2.0038
H -5.4487 1.6893 3.3216
H -6.1340 1.0798 1.8177
H -4.4709 -1.3343 0.0176
H -5.9347 -1.4593 -0.9542
H -5.9792 -0.5592 0.5555
H -3.2440 -0.4866 -2.0839
H -4.0080 0.7476 -3.0939
H -4.7973 -0.8030 -2.8641
H -6.8810 1.5513 -0.7478
H -6.9227 0.4170 -2.0968
H -6.1089 1.9688 -2.2903
Br 6.1402 -4.1644 -2.7291
C 4.5789 -3.2157 -3.1234
C 4.1802 -2.9664 -4.4261
C 3.0077 -2.2529 -4.6269
C 2.2895 -1.8094 -3.5326
N 2.6832 -2.0495 -2.2763
C 3.8068 -2.7486 -2.0832
H 4.7688 -3.3231 -5.2618
H 2.6488 -2.0424 -5.6256
H 1.3711 -1.2492 -3.6588
H 4.0940 -2.9634 -1.0589
C 0.5172 -0.5494 4.3758
C 1.8547 0.1645 4.2551
S 3.0005 -0.7692 3.2385
O 2.2627 -0.9123 1.8824
C 4.2755 0.4883 2.9512
C 5.6465 -0.0015 3.4091
H -0.1651 0.0711 4.9554
H 0.6158 -1.5044 4.8936
H 0.0734 -0.7225 3.3943
H 2.3631 0.2499 5.2201
H 1.7702 1.1567 3.8128
H 3.9729 1.3973 3.4707
H 4.2271 0.6626 1.8755
H 5.6834 -0.1466 4.4890
H 6.3981 0.7441 3.1512
H 5.9217 -0.9407 2.9276
```

The net charge is +3. The orbital gap (spin up / spin down) is 8.646 / 8.652 eV. Its spin multiplicity is 3. The value obtained for the LUMO energy (spin up / spin down) is -7.7 / -7.7 eV. The value obtained for the energy above the lowest of the compared OMol25 structures with the same formula, charge and spin is 19.9 kcal per mole. Its HOMO energy (spin up / spin down) is -16.31 / -16.31 eV.

Mulliken population analysis, charges in e, atoms 1 to 4: number 1, Tm, carries -0.071; number 2, C, carries -1.528; number 3, C, carries 0.784; number 4, C, carries -0.775

=====

3.
Below is C40H59CoNO4S as an isolated structure at a distorted geometry, with properties calculated with ωB97M-V/def2-TZVPD.

The geometry in XYZ format:
```
106
Properties=species:S:1:pos:R:3
Co -1.6586 -0.7431 -0.7582
C 2.2192 2.0173 5.1983
C 1.1341 2.4655 4.2521
C 1.8083 3.4781 3.2418
C -0.0356 3.0989 5.1575
C 0.5856 1.2772 3.4006
C -0.3627 1.5721 2.4141
C -0.6544 0.6240 1.4615
N -1.4427 0.8292 0.3027
C -2.0104 1.9428 -0.2476
C -1.7568 3.2899 -0.0312
C -2.3526 4.2336 -0.8240
C -3.3380 3.8645 -1.7309
C -3.6145 2.5265 -2.0842
C -2.9338 1.5298 -1.3235
O -2.9714 0.2621 -1.5947
C -4.6843 2.0833 -3.0771
C -3.9455 1.2000 -4.1025
C -5.8206 1.1638 -2.4302
C -5.3484 3.2317 -3.8265
C -2.1868 5.7696 -0.4933
C -1.0838 5.8840 0.5712
C -1.6755 6.4099 -1.8025
C -3.4678 6.5040 -0.0791
C -0.2819 -0.7672 1.5581
O -0.7487 -1.6445 0.7115
C 0.7743 -1.0252 2.4826
C 1.1580 -0.0016 3.3584
C 1.2905 -2.4468 2.5745
C 2.2304 -2.4993 3.7470
C 2.1501 -2.7725 1.3119
C 0.1248 -3.4319 2.8046
H 2.4558 2.8840 5.8283
H 3.1487 1.6526 4.7159
H 1.9447 1.1932 5.8657
H 2.4169 4.2522 3.7871
H 0.9967 3.8938 2.6068
H 2.4533 2.7853 2.6873
H 0.3168 3.3662 6.1953
H -0.8774 2.3929 5.3117
H -0.5003 4.0477 4.7455
H -0.8151 2.5052 2.5623
H -0.9712 3.5214 0.6455
H -3.8712 4.6463 -2.2801
H -3.5911 0.2616 -3.6382
H -2.9979 1.6056 -4.4378
H -4.5651 0.9480 -4.9749
H -5.3432 0.3582 -1.8573
H -6.4683 0.6114 -3.1262
H -6.5031 1.6976 -1.7816
H -4.5720 3.9250 -4.2035
H -5.9365 3.8606 -3.1821
H -6.0498 2.8469 -4.5485
H -0.2444 5.3174 0.2639
H -1.4922 5.5177 1.5106
H -0.6906 6.8804 0.6857
H -0.9202 5.7575 -2.2678
H -1.1333 7.3699 -1.5806
H -2.5069 6.5382 -2.4915
H -3.9807 6.1268 0.8162
H -4.2482 6.4693 -0.8384
H -3.1743 7.5615 0.0612
H 1.8729 -0.2588 4.0982
H 3.2075 -1.9949 3.5887
H 2.5661 -3.5491 3.9014
H 1.8984 -2.0758 4.6539
H 3.0172 -2.0810 1.1442
H 1.4737 -2.7704 0.4225
H 2.6210 -3.8407 1.3210
H -0.5247 -3.1195 3.6079
H 0.4117 -4.4413 3.1379
H -0.5694 -3.5285 1.9543
C -1.6716 -3.9007 -1.2066
O -2.4555 -2.6588 -1.1279
H -2.3127 -4.8278 -1.2053
H -1.0195 -3.8544 -0.3047
H -0.9966 -3.8543 -2.1348
H -3.1022 -2.6654 -1.8973
O -0.5089 -0.7733 -2.5443
S 1.0351 -0.7306 -2.6314
C 1.6936 -2.5215 -2.5949
C 1.7933 -2.9080 -4.0347
C 2.1785 -1.6851 -4.9709
C 1.4767 -0.4714 -4.3602
H 1.0841 -3.1741 -1.9137
H 2.6902 -2.4133 -2.1882
H 0.7930 -3.1715 -4.3832
H 2.3762 -3.8397 -4.1094
H 1.7369 -1.8177 -5.9905
H 3.2625 -1.6997 -5.1662
H 0.4704 -0.3330 -4.8242
H 1.9823 0.5159 -4.4726
C 6.0683 -4.4339 -0.6583
C 5.3290 -5.3207 0.1198
C 4.1569 -6.0192 -0.4425
C 3.7110 -7.2038 0.1732
C 4.2955 -7.7480 1.3132
C 5.3176 -6.9900 1.9596
C 5.7462 -5.7665 1.4262
H 6.8069 -3.7588 -0.2027
H 5.9065 -4.3414 -1.7256
H 3.8016 -5.7631 -1.4277
H 2.8234 -7.6837 -0.2752
H 3.9279 -8.6417 1.8629
H 5.7730 -7.4201 2.9003
H 6.4755 -5.1844 1.9847
```

The net charge is +1. The orbital gap (spin up / spin down) is 5.096 / 5.463 eV. Its spin multiplicity is 5. The value obtained for the LUMO energy (spin up / spin down) is -4.0 / -4.8 eV. Its HOMO energy (spin up / spin down) is -9.14 / -10.27 eV.

Mulliken population analysis, charges in e, atoms 1 to 4: number 1, Co, carries 0.853; number 2, C, carries -2.241; number 3, C, carries 2.053; number 4, C, carries -1.239

=====

4.
Below is a 3-piece molecular cluster, C40H60FIN4O7S overall at a distorted geometry, with properties calculated with ωB97M-V/def2-TZVPD.

The geometry in XYZ format:
```
114
Properties=species:S:1:pos:R:3
C 7.3370 2.5171 0.2449
C 7.2493 1.1291 -0.4740
C 5.7605 0.8687 -0.8490
C 5.4995 -0.5516 -1.4286
C 5.2686 -1.6534 -0.3615
C 4.0758 -1.3745 0.6202
C 2.8910 -2.3127 0.2566
C 1.8773 -2.5442 1.4113
C 0.8626 -3.6889 1.0470
C 0.1010 -3.4451 -0.2794
C -0.6358 -4.7053 -0.8207
C -1.8961 -4.2723 -1.6681
C -3.0385 -3.9698 -0.6605
C -4.4106 -3.6394 -1.3285
C -5.2475 -2.6842 -0.3887
C -5.8273 -1.4518 -1.1586
C -5.5665 -0.0533 -0.5202
C -5.7693 -0.1053 0.9915
N -5.8979 -0.3392 2.1069
C -6.5870 0.9440 -1.2156
C -7.7226 1.4455 -0.2835
C -7.3134 2.7033 0.5776
C -7.4273 2.4663 2.1197
O -6.2156 2.9450 2.6917
C -5.9839 2.4162 3.9945
C -4.0729 0.4598 -0.6882
C -3.1124 -0.3180 0.2072
N -2.5888 -0.8709 1.0642
C -3.9235 1.9692 -0.2385
C -2.4562 2.3668 0.1185
C -2.3001 2.4352 1.6611
I -2.2105 4.4286 -0.6054
S -3.4373 0.2991 -2.4034
O -2.4140 1.2753 -2.7288
O -2.9939 -1.0726 -2.6043
F -4.6744 0.5353 -3.4317
H 6.8156 3.3083 -0.3151
H 6.8714 2.4028 1.2393
H 8.3857 2.8222 0.4183
H 7.6722 0.3462 0.1749
H 7.8451 1.2282 -1.4020
H 5.1017 1.1374 -0.0059
H 5.5287 1.5912 -1.6590
H 6.4157 -0.8352 -1.9865
H 4.6640 -0.4807 -2.1442
H 6.1912 -1.8977 0.1999
H 5.0212 -2.5802 -0.9176
H 4.4247 -1.4687 1.6562
H 3.7381 -0.3275 0.5038
H 2.3302 -1.8126 -0.5560
H 3.2156 -3.3143 -0.0862
H 2.3972 -2.8568 2.3369
H 1.2811 -1.6513 1.6699
H 0.0992 -3.6546 1.8536
H 1.3311 -4.6858 1.1254
H 0.7311 -3.0679 -1.1025
H -0.6451 -2.6515 -0.0764
H 0.0200 -5.3688 -1.4074
H -1.0453 -5.2969 0.0236
H -1.5673 -3.3608 -2.2072
H -2.1644 -5.0208 -2.4312
H -3.1515 -4.7881 0.0715
H -2.7300 -3.0765 -0.0938
H -4.9313 -4.6086 -1.4623
H -4.2785 -3.2234 -2.3394
H -4.6775 -2.4448 0.5194
H -6.1039 -3.3022 -0.0552
H -5.5087 -1.5249 -2.2101
H -6.9280 -1.5715 -1.1729
H -7.0733 0.3887 -2.0378
H -6.0907 1.8039 -1.6889
H -8.5219 1.8181 -0.9550
H -8.2003 0.6558 0.3200
H -8.0391 3.5090 0.3584
H -6.3309 3.1032 0.2904
H -7.6684 1.4237 2.3822
H -8.2659 3.0860 2.5101
H -5.5582 3.1918 4.6572
H -5.2009 1.6346 3.9095
H -6.8888 1.9780 4.4467
H -4.5449 2.1869 0.6478
H -4.2266 2.5586 -1.1201
H -1.6783 1.7985 -0.4037
H -2.8152 3.3517 2.0065
H -1.2598 2.4795 2.0107
H -2.8254 1.6032 2.1701
C 8.2456 -4.8675 4.3712
C 8.5379 -4.0323 3.3003
C 7.8037 -2.8726 3.1037
C 6.7835 -2.5603 3.9891
C 6.4775 -3.3891 5.0572
C 7.2144 -4.5486 5.2459
N 6.0218 -1.3243 3.7978
O 6.3019 -0.6319 2.8403
O 5.1548 -1.0626 4.6056
H 8.8242 -5.7698 4.5253
H 9.3406 -4.2841 2.6200
H 8.0354 -2.2262 2.2687
H 5.6782 -3.1443 5.7423
H 6.9873 -5.2026 6.0772
C 0.9629 4.2055 -5.4164
C 1.9466 5.0973 -5.8263
C 2.2987 6.1650 -5.0142
C 1.6608 6.3243 -3.7935
C 0.6733 5.4452 -3.3774
C 0.3241 4.3814 -4.1954
N 2.0461 7.4369 -2.9212
O 2.9007 8.2002 -3.3230
O 1.4909 7.5305 -1.8459
H 0.6940 3.3696 -6.0503
H 2.4413 4.9584 -6.7785
H 3.0645 6.8555 -5.3380
H 0.1734 5.5723 -2.4272
H -0.4440 3.6869 -3.8789
```

As for the structure (SMILES): CCCCCCCCCCCCCCCC[C@](C#N)(CCCCOC)[C@](C#N)(C[C@H](C)I)S(=O)(=O)F.O=[N+]([O-])c1ccccc1.O=[N+]([O-])c1ccccc1. The net charge is 0. The orbital gap is 9.209 eV. Its spin multiplicity is 1. The value obtained for the LUMO energy is -0.5 eV. Its HOMO energy is -9.69 eV.

Mulliken population analysis, charges in e, atoms 1 to 4: number 1, C, carries -1.275; number 2, C, carries -0.152; number 3, C, carries -0.571; number 4, C, carries -0.892

=====

What is the net charge in the first record? -1

=====

The lowest net charge belongs to which entry? C40H58NO32

=====

Among the records above, which one has the lowest net charge? C40H58NO32